[1]
DFT (ωB97M-V/def2-TZVPD) results for C5H9N in the gas phase at a distorted geometry.

E_HOMO (eV): -7.9
Structure (SMILES): C=CC(=C)NC
Net charge: 0

Each line ends with the Mulliken charge.
CARTESIAN COORDINATES (ANGSTROEM)
C: -0.2677 -0.9039 2.4991  -0.86
C: -0.6470 -0.2492 1.3308  -0.25
C: 0.0566 -0.3465 0.0657  0.58
C: 1.1090 -1.2398 -0.1451  -0.78
N: -0.4134 0.5129 -1.0096  -0.35
C: 0.2172 1.5166 -2.0022  -0.79
H: -1.0767 -1.2796 3.1106  0.22
H: 0.7089 -0.9078 2.9127  0.37
H: -1.6561 0.0952 1.1565  0.24
H: 1.0483 -1.7074 -1.1210  0.33
H: 1.2215 -1.7953 0.8844  0.22
H: -1.3912 0.8543 -0.8866  0.22
H: -0.2613 2.5055 -1.8634  0.27
H: 0.0818 1.2202 -3.0697  0.25
H: 1.2701 1.7250 -1.8620  0.32

[2]
DFT (ωB97M-V/def2-TZVPD) results for C5H9N in the gas phase at a distorted geometry.

E_HOMO (eV): -7.4
Structure (SMILES): C=C/C(N)=C/C
Net charge: 0

Each line ends with the Mulliken charge.
CARTESIAN COORDINATES (ANGSTROEM)
C: -2.3765 -0.4567 -0.6435  -0.71
C: -1.5747 -0.0602 0.3715  -0.46
C: -0.1259 -0.0503 0.4488  0.76
N: 0.3643 0.7744 1.5169  -0.65
C: 0.8271 -0.6521 -0.3520  -0.36
C: 2.0347 0.1943 -0.8000  -0.99
H: -2.0994 -1.0849 -1.5616  0.24
H: -3.3925 -0.1559 -0.5604  0.27
H: -2.0005 0.8469 0.9312  0.20
H: 1.2800 0.4216 1.9806  0.27
H: -0.3588 0.6783 2.2156  0.26
H: 0.5649 -1.6676 -0.8010  0.32
H: 2.8028 0.2609 0.0197  0.27
H: 1.6508 1.2543 -1.1166  0.25
H: 2.4037 -0.3029 -1.6492  0.34

[3]
DFT (ωB97M-V/def2-TZVPD) results for C5H9N in the gas phase.

E_HOMO (eV): -7.7
Structure (SMILES): C=C/C=C(/C)N
Net charge: 0

Each line ends with the Mulliken charge.
CARTESIAN COORDINATES (ANGSTROEM)
C: -0.9712 -0.3401 -2.6415  -0.87
C: -0.4546 0.2774 -1.5855  -0.14
C: 0.1508 -0.4102 -0.4420  -0.31
C: 0.2552 0.1111 0.7890  0.68
C: 0.8435 -0.7014 1.9252  -1.25
N: -0.2727 1.3419 1.1755  -0.49
H: -1.4725 0.1183 -3.4907  0.27
H: -0.9109 -1.4240 -2.6977  0.24
H: -0.4525 1.3644 -1.5215  0.15
H: 0.6401 -1.3618 -0.6023  0.33
H: 0.0778 -1.4062 2.2498  0.25
H: 1.0542 -0.0608 2.7778  0.38
H: 1.7475 -1.2311 1.6216  0.31
H: 0.1358 1.7110 2.0177  0.24
H: -0.3705 2.0116 0.4247  0.20

[4]
DFT (ωB97M-V/def2-TZVPD) results for C5H9N in the gas phase at a distorted geometry.

E_HOMO (eV): -8.6
Structure (SMILES): C=C/C=C/CN
Net charge: 0

Each line ends with the Mulliken charge.
CARTESIAN COORDINATES (ANGSTROEM)
C: -0.3590 -1.7012 2.1757  -0.70
C: -1.0408 -1.3296 1.0978  -0.23
C: -0.8327 -0.1401 0.2605  -0.06
C: 0.2636 0.6115 0.2202  -0.21
C: 0.6086 1.4600 -0.9650  -0.64
N: 1.1330 0.6093 -2.0542  -0.65
H: -0.7851 -2.4510 2.8245  0.25
H: 0.6606 -1.3821 2.3528  0.23
H: -1.9366 -1.8830 0.8262  0.25
H: -1.6031 0.0200 -0.4884  0.31
H: 1.0293 0.5792 0.9885  0.26
H: -0.2416 2.0794 -1.2594  0.31
H: 1.4051 2.1704 -0.7407  0.36
H: 0.3597 0.0974 -2.4271  0.27
H: 1.3388 1.2597 -2.8114  0.24

[5]
DFT (ωB97M-V/def2-TZVPD) results for C5H9N in the gas phase at a distorted geometry.

E_HOMO (eV): -9.3
Structure (SMILES): C=NC1(C)CC1
Net charge: 0

Each line ends with the Mulliken charge.
CARTESIAN COORDINATES (ANGSTROEM)
C: 2.2963 -0.1867 -0.3024  -0.31
N: 1.6128 -0.0321 0.7240  -0.50
C: -0.1068 0.0054 0.3441  0.96
C: -0.4472 1.4534 0.2578  -1.28
C: -0.9938 -1.0472 0.9097  -0.48
C: -0.6336 -1.0281 -0.5465  -0.94
H: 3.3677 -0.2224 -0.2439  0.30
H: 1.8260 -0.5142 -1.2533  0.22
H: 0.3190 1.9074 -0.3730  0.33
H: -0.1787 1.9746 1.3386  0.26
H: -1.5490 1.6566 0.2027  0.35
H: -2.0626 -0.8345 1.2496  0.23
H: -0.5074 -1.8191 1.5714  0.24
H: -0.0360 -1.7366 -0.9296  0.38
H: -1.3512 -0.7452 -1.2844  0.24

[6]
DFT (ωB97M-V/def2-TZVPD) results for C5H9N in the gas phase.

E_HOMO (eV): -9.0
Structure (SMILES): C1CC1N1CC1
Net charge: 0

Each line ends with the Mulliken charge.
CARTESIAN COORDINATES (ANGSTROEM)
C: -1.4685 0.9799 0.2365  -0.57
C: -1.9118 -0.3762 -0.2423  -0.64
C: -0.5406 -0.1912 0.3330  0.12
N: 0.5672 -0.2411 -0.5873  -0.36
C: 1.7485 -0.9504 -0.1355  -0.47
C: 1.7456 0.5294 -0.2303  -0.33
H: -1.2355 1.7316 -0.5118  0.26
H: -1.8927 1.3684 1.1582  0.24
H: -2.6597 -0.9163 0.3310  0.23
H: -1.9511 -0.5290 -1.3164  0.26
H: -0.3540 -0.5922 1.3336  0.31
H: 1.7257 -1.3764 0.8687  0.23
H: 2.2621 -1.5589 -0.8760  0.24
H: 2.2417 1.0262 -1.0615  0.24
H: 1.7229 1.0963 0.7000  0.24

[7]
DFT (ωB97M-V/def2-TZVPD) results for a molecular structure, C5H9N at a distorted geometry.

E_HOMO (eV): -8.9
Net charge: 0

Each line ends with the Mulliken charge.
CARTESIAN COORDINATES (ANGSTROEM)
C: 0.1619 -1.0272 -0.8724  -0.61
C: 0.2970 1.0828 -0.1323  -0.20
C: -1.2259 0.5968 0.0004  -0.65
C: -0.5419 -0.6990 0.4180  -0.22
C: 0.5061 0.2329 1.1617  -0.75
H: 0.9604 -1.7998 -0.6383  0.30
H: -0.5583 -1.3689 -1.5964  0.33
H: 1.8315 0.1893 -1.1115  0.29
H: 0.5566 2.1396 -0.1600  0.44
H: -1.7266 1.0217 0.8226  0.31
H: -1.7743 0.5908 -0.9516  0.31
H: -1.0092 -1.6175 0.8988  0.37
H: 0.1484 0.5757 2.0614  0.35
H: 1.5244 -0.1542 1.3404  0.28
N: 0.8498 0.2369 -1.2410  -0.55

[8]
DFT (ωB97M-V/def2-TZVPD) results for C5H9N in the gas phase at a distorted geometry.

E_HOMO (alpha / beta) (eV): -7.6 / -7.2
Net charge: 0

Each line ends with the Mulliken charge.
CARTESIAN COORDINATES (ANGSTROEM)
C: 2.1282 0.0723 -0.9086  -0.20
C: 0.9112 -0.1551 1.0241  -0.39
C: -0.2622 -0.0853 -0.0220  0.70
C: -0.8902 1.2115 -0.0823  -1.75
C: -1.1458 -1.2702 -0.3799  -1.07
N: 2.1698 -0.1217 0.3122  -0.37
H: 2.8557 0.1427 -1.6818  0.34
H: 0.6920 0.8140 1.7321  0.28
H: 1.0432 -1.1169 1.5549  0.31
H: -1.5253 1.4989 -0.8643  0.43
H: -0.3761 2.1115 0.1923  0.41
H: -1.6303 1.3519 0.6741  0.46
H: -0.6125 -2.3084 -0.2075  0.28
H: -1.3346 -1.0802 -1.5506  0.25
H: -2.0231 -1.0650 0.2073  0.34

[9]
DFT (ωB97M-V/def2-TZVPD) results for C5H9N in the gas phase.

E_HOMO (eV): -8.7
Structure (SMILES): C1CC1N1CC1
Net charge: 0

Each line ends with the Mulliken charge.
CARTESIAN COORDINATES (ANGSTROEM)
C: 1.4941 -0.2592 -1.2165  -0.64
C: 1.6992 0.5705 0.0199  -0.54
C: 0.6248 -0.4760 -0.0089  0.00
N: -0.7184 -0.0087 -0.2204  -0.23
C: -1.5099 0.7325 0.7286  -0.38
C: -1.8960 -0.6443 0.3022  -0.50
H: 0.9645 0.2127 -2.0393  0.27
H: 2.2487 -0.9855 -1.4989  0.25
H: 2.5881 0.3700 0.6122  0.24
H: 1.3828 1.6097 0.0142  0.24
H: 0.7700 -1.3765 0.5944  0.35
H: -1.1686 0.8648 1.7567  0.24
H: -2.0053 1.6024 0.3002  0.22
H: -2.6867 -0.8202 -0.4250  0.24
H: -1.8091 -1.4263 1.0598  0.25

[10]
DFT (ωB97M-V/def2-TZVPD) results for a gas-phase ion, C5H9N2 (charge +1) at a distorted geometry.

E_HOMO (eV): -14.7
Structure (SMILES): CC1=[NH+]C=NCC1
Net charge: +1

Each line ends with the Mulliken charge.
CARTESIAN COORDINATES (ANGSTROEM)
C: -1.7862 -0.1437 -0.3998  -1.12
C: -0.4419 0.1399 0.1233  0.70
N: -0.2613 0.0673 1.4432  -0.09
C: 1.0739 -0.0516 1.9408  -0.12
N: 2.0664 -0.1448 1.1731  -0.35
C: 1.9062 -0.2586 -0.1953  -0.63
C: 0.6363 0.4873 -0.7584  -0.56
H: -2.2457 0.8821 -0.5987  0.31
H: -2.5333 -0.8678 0.1369  0.37
H: -1.6821 -0.6890 -1.3302  0.36
H: -0.8589 -0.2780 2.1636  0.32
H: 1.2053 0.1415 3.0291  0.35
H: 2.0404 -1.2589 -0.5097  0.37
H: 2.7553 0.2596 -0.5338  0.38
H: 0.9689 1.5061 -0.6151  0.29
H: 0.3987 0.4442 -1.8404  0.40

[11]
DFT (ωB97M-V/def2-TZVPD) results for a gas-phase ion, C5H9N2 (charge +1) at a distorted geometry.

E_HOMO (eV): -14.5
Structure (SMILES): CC=[N+]=C/C=N/C
Net charge: +1

Each line ends with the Mulliken charge.
CARTESIAN COORDINATES (ANGSTROEM)
C: -1.8506 -1.8589 1.0332  -0.89
C: -0.3461 -1.6308 1.3212  0.08
N: 0.4329 -1.3516 0.4275  0.09
C: 1.1067 -0.9629 -0.5218  -0.15
C: 1.3251 0.4637 -0.8729  -0.08
N: 0.3657 1.2950 -0.4713  -0.27
C: 0.4239 2.7193 -0.8250  -0.65
H: -2.1645 -1.0397 1.5441  0.30
H: -2.2558 -2.7202 1.6226  0.35
H: -1.8693 -1.7761 -0.0484  0.32
H: -0.0405 -1.6001 2.4157  0.36
H: 1.5756 -1.6034 -1.3140  0.34
H: 2.0623 0.6938 -1.5740  0.40
H: -0.4686 3.0360 -1.4015  0.27
H: 1.3783 2.9735 -1.4201  0.28
H: 0.3247 3.3625 0.0846  0.26

[12]
DFT (ωB97M-V/def2-TZVPD) results for a gas-phase ion, C5H9N2 (charge +1) at a distorted geometry.

E_HOMO (alpha / beta) (eV): -10.1 / -14.7
<S²>: 2.0071
Spin multiplicity: 3
Net charge: +1

Each line ends with the Löwdin spin population.
CARTESIAN COORDINATES (ANGSTROEM)
C: -0.1424 2.6177 0.0835  0.02
C: 0.6825 2.2887 1.0588  0.01
C: 0.4986 -0.8840 0.8051  0.54
C: 0.6631 1.3854 -0.0864  0.06
C: -0.7663 -0.4227 -1.0801  0.05
N: 0.1028 0.0114 -0.0095  0.63
N: 0.1390 -2.2016 0.8117  0.55
H: -0.8366 3.3732 -0.2300  0.00
H: 1.0010 2.6136 1.9305  0.00
H: 1.1004 -0.5896 1.6908  0.03
H: 1.3991 1.1904 -0.8589  0.03
H: -1.0515 0.3791 -1.8959  0.00
H: -0.3055 -1.1852 -1.7510  0.02
H: -1.7923 -0.6260 -0.8111  0.02
H: 0.9064 -2.7245 1.2136  0.02
H: -0.5052 -2.5941 0.0927  0.01

[13]
DFT (ωB97M-V/def2-TZVPD) results for a gas-phase ion, C5H9N2 (charge +1) at a distorted geometry.

E_HOMO (alpha / beta) (eV): -11.9 / -15.3
<S²>: 2.0299
Spin multiplicity: 3
Net charge: +1

Each line ends with the Löwdin spin population.
CARTESIAN COORDINATES (ANGSTROEM)
C: -1.6644 1.3067 2.6283  0.51
C: 0.5448 0.5627 1.5590  0.83
C: -0.5772 -0.1556 -1.7484  0.01
C: 1.7953 -0.3377 -0.2279  0.04
C: -0.5029 -0.6439 -0.3317  0.04
N: -0.6670 0.9012 2.1186  0.19
N: 0.5756 -0.1051 0.4629  0.31
H: -2.3895 1.9813 3.2285  0.02
H: -1.4713 -0.5084 -2.3136  0.00
H: -0.3909 0.9899 -1.8818  0.00
H: 0.0637 -0.7344 -2.3133  0.00
H: 1.8135 -1.0878 -1.0530  0.00
H: 2.4915 -0.5682 0.5058  0.01
H: 2.0891 0.6716 -0.5498  0.01
H: -0.2838 -1.7202 -0.3913  0.01
H: -1.4266 -0.5520 0.3076  0.00

[14]
DFT (ωB97M-V/def2-TZVPD) results for 2 unconnected molecules or ions with the total composition C5H9N2O at a distorted geometry.

E_HOMO (alpha / beta) (eV): -8.3 / -13.7
<S²>: 2.0138
Spin multiplicity: 3
Net charge: +1

Each line ends with the Löwdin spin population.
CARTESIAN COORDINATES (ANGSTROEM)
C: -1.5145 -0.2533 1.3299  -0.01
C: -0.3357 0.3487 1.4831  0.09
C: -2.0651 0.1684 0.0357  0.17
C: -1.0934 1.0833 -0.4536  0.36
C: 2.5398 -0.7636 -0.7858  0.55
N: -3.3331 -0.1586 -0.4251  0.27
N: 3.7182 -0.3980 -0.5143  0.32
O: -0.0578 1.1263 0.3647  0.12
H: -2.0633 -0.8534 1.9645  0.00
H: 0.3268 0.4484 2.3026  0.00
H: -1.0960 1.7674 -1.2720  0.01
H: 1.7994 0.0007 -1.0639  0.04
H: -3.4662 0.3881 -1.3306  0.00
H: 2.1502 -1.7867 -0.8745  0.05
H: 4.5137 -1.0369 -0.1121  0.00
H: -4.0210 -0.5112 0.2754  0.01
H: 3.9980 0.4305 -0.9242  0.01

[15]
DFT (ωB97M-V/def2-TZVPD) results for 2 unconnected molecules or ions with the total composition C5H9N2O2 at a distorted geometry.

E_HOMO (alpha / beta) (eV): -13.4 / -13.4
Net charge: +1

Each line ends with the Mulliken charge.
CARTESIAN COORDINATES (ANGSTROEM)
C: 0.6530 1.8400 0.8479  -0.22
C: -0.9804 -0.1281 0.1087  0.86
C: 0.0398 0.8110 0.3592  0.09
C: 2.5893 -0.5238 -0.6193  -0.37
C: -3.3216 -0.1579 -0.0427  -0.68
N: 0.9834 1.4937 -0.5411  -0.43
N: 1.7639 -1.1995 0.2259  -0.21
O: -0.7905 -1.3409 0.1238  -0.61
O: -2.0775 0.5638 0.0906  -0.27
H: 1.1058 2.3819 1.5274  0.43
H: 2.4272 -0.6648 -1.6946  0.38
H: 1.8599 0.8772 -0.6659  0.22
H: 3.4378 -0.0336 -0.1747  0.36
H: -4.1688 0.4315 0.0817  0.27
H: -3.2607 -1.0968 0.4198  0.33
H: -3.2658 -0.4226 -1.1539  0.31
H: 1.8887 -0.9073 1.1204  0.28
H: 1.1166 -1.9237 -0.0131  0.27

What did we get for relative energy (zero: lowest compared OMol25 entry of this formula, charge and spin)? Answer: 349.0, 270.2, 90.0, 170.3, 302.2, 210.2, 168.1, 533.4, 227.1, 264.1, 405.4, 345.2, 235.2, 85.0, 723.7 kJ/mol, in the order shown.